Record 1
{
  "formula": "C20H43N2P3STi",
  "method": "the ωB97M-V functional and the def2-TZVPD basis",
  "lumo_energy_ha": [-0.4097, -0.4056],
  "multiplicity": 2,
  "homo_lumo_gap_ha": [0.1706, 0.1749],
  "charge": 3,
  "homo_energy_ev": [-15.79, -15.79],
  "max_force_ev_per_a": 2.81,
  "symbols": ["Ti", "P", "P", "P", "H", "C", "C", "H", "C", "C", "C", "C", "C", "C", "C", "C", "C", "H", "H", "H", "H", "H", "H", "H", "H", "H", "H", "H", "H", "H", "H", "H", "H", "H", "H", "H", "H", "H", "H", "H", "H", "H", "H", "H", "H", "H", "C", "C", "C", "C", "C", "C", "S", "H", "H", "H", "H", "H", "H", "C", "N", "C", "C", "N", "H", "H", "H", "H", "H", "H"],
  "xyz": [[0.03450, -0.13707, -0.57730], [2.16089, 0.92636, 0.30916], [-1.84054, 1.53289, -0.28318], [0.54280, 1.19892, -2.72670], [-1.13153, -2.41495, 0.90307], [-0.73180, -2.42640, -0.14158], [0.64785, -2.35754, -0.46498], [1.49020, -2.34323, 0.25269], [2.92276, 0.27103, 1.86275], [2.09901, 2.68206, 0.87132], [3.65496, 0.87816, -0.72976], [-3.33607, 0.84902, -1.08132], [-2.46495, 1.80276, 1.42086], [-1.83221, 3.26283, -0.87920], [1.86456, 0.37564, -3.70169], [1.26208, 2.88523, -2.63157], [-0.81970, 1.63219, -3.90830], [-1.47305, -2.87543, -0.83706], [1.00212, -2.67386, -1.45958], [2.75536, -0.81544, 1.93695], [2.48999, 0.78313, 2.73666], [4.00365, 0.47772, 1.83102], [1.48837, 2.75990, 1.77989], [1.67444, 3.32053, 0.09232], [3.12592, 3.01199, 1.10536], [3.75761, -0.12806, -1.16164], [4.52242, 1.09639, -0.09247], [3.58214, 1.62102, -1.52929], [-4.12884, 1.60846, -1.02346], [-3.65059, -0.05268, -0.54083], [-3.14420, 0.58669, -2.12818], [-3.26158, 2.55775, 1.39236], [-1.66594, 2.16778, 2.07911], [-2.86961, 0.87166, 1.83900], [-2.69955, 3.76890, -0.43289], [-1.90942, 3.32078, -1.96956], [-0.92010, 3.77600, -0.54920], [1.72033, 0.68146, -4.74462], [1.84246, -0.72016, -3.63264], [2.85345, 0.73187, -3.37341], [1.33162, 3.23430, -3.67077], [2.26503, 2.86066, -2.19093], [0.59897, 3.55643, -2.06978], [-0.42832, 1.44622, -4.91075], [-1.08291, 2.70380, -3.84724], [-1.71958, 1.02430, -3.74562], [-0.85301, -2.62316, -4.80896], [-1.77705, -2.53216, -5.86629], [-1.71964, -3.40620, -6.95430], [-0.68332, -4.33868, -7.04915], [0.26989, -4.41630, -6.02728], [0.21322, -3.53717, -4.93342], [-1.15548, -1.65627, -3.31382], [-0.03181, -1.74830, -2.51590], [-2.56812, -1.77206, -5.81335], [-2.49516, -3.36887, -7.72858], [-0.62485, -5.00490, -7.92003], [1.05586, -5.16594, -6.07593], [0.98085, -3.56018, -4.15871], [0.15108, -1.68539, 4.69973], [-0.50938, -0.61240, 3.93208], [-1.24328, 0.42553, 4.70372], [-0.24342, -0.43231, 2.68150], [-0.12576, -0.10020, 1.54701], [-0.18508, -1.57424, 5.75089], [1.25417, -1.59574, 4.61477], [-0.13917, -2.67617, 4.29225], [-0.71380, 1.40027, 4.61999], [-2.25962, 0.54961, 4.29523], [-1.27565, 0.08738, 5.74473]],
  "lowdin_spin": [0.88, 0.00, 0.00, -0.01, 0.00, 0.02, 0.05, 0.01, 0.01, 0.00, 0.00, 0.00, 0.01, 0.00, 0.00, 0.00, 0.00, 0.00, 0.00, 0.00, 0.00, 0.00, 0.00, 0.00, 0.00, 0.00, 0.00, 0.00, 0.00, 0.00, 0.00, 0.00, 0.00, 0.00, 0.00, 0.00, 0.00, 0.00, 0.00, 0.00, 0.00, 0.00, 0.00, 0.00, 0.00, 0.00, 0.00, 0.00, 0.00, 0.00, 0.00, 0.00, 0.00, 0.00, 0.00, 0.00, 0.00, 0.00, 0.00, 0.00, 0.01, 0.00, 0.02, 0.01, 0.00, 0.00, 0.00, 0.00, 0.00, 0.00]
}

Record 2
{
  "formula": "C2H4N4OS",
  "method": "the ωB97M-V functional and the def2-TZVPD basis",
  "lumo_energy_ha": 0.0232,
  "homo_lumo_gap_ha": 0.3565,
  "homo_energy_ev": -9.07,
  "smiles": "[H]/N=c1\\nc(N)on1S",
  "max_force_ev_per_a": 1.00,
  "symbols": ["C", "C", "H", "H", "H", "H", "N", "N", "N", "N", "O", "S"],
  "xyz": [[1.05958, -0.23795, -0.02847], [-0.63807, 1.03543, 0.06438], [3.04144, -0.20821, -0.50902], [2.37789, -1.78915, -0.23399], [-0.94522, 2.86454, -0.22997], [-3.00604, -1.45882, 0.82479], [2.30150, -0.78250, -0.12641], [0.71936, 0.99741, -0.13718], [-1.45140, 1.98636, -0.00536], [-1.08990, -0.30290, 0.42897], [0.08281, -1.13136, 0.23943], [-2.45194, -0.97284, -0.28716]],
  "nbo_charge": [0.70, 0.51, 0.42, 0.41, 0.36, 0.11, -0.80, -0.59, -0.70, -0.33, -0.35, 0.25]
}

Record 3
{
  "formula": "C35H43CdClN2Si2",
  "method": "the ωB97M-V functional and the def2-TZVPD basis",
  "lumo_energy_ha": [-0.0479, -0.0303],
  "homo_lumo_gap_ha": [0.2061, 0.2425],
  "homo_energy_ev": [-6.91, -7.42],
  "max_force_ev_per_a": 2.61,
  "symbols": ["C", "C", "C", "H", "C", "C", "H", "H", "H", "H", "Cd", "Si", "C", "C", "H", "C", "H", "C", "H", "C", "H", "C", "H", "C", "C", "H", "C", "H", "C", "H", "C", "H", "C", "H", "H", "Si", "C", "C", "H", "C", "H", "C", "H", "C", "H", "C", "H", "C", "C", "H", "C", "H", "C", "H", "C", "H", "C", "H", "H", "Cl", "C", "N", "C", "C", "C", "N", "C", "C", "H", "H", "H", "H", "H", "H", "H", "H", "H", "H", "H", "H", "H", "H", "H", "H"],
  "xyz": [[5.13079, -1.71912, -0.54379], [4.83363, -0.78658, -1.57702], [4.21686, 0.34874, -1.00647], [5.12817, -0.90408, -2.61560], [4.17817, 0.14526, 0.45078], [4.76565, -1.16099, 0.68531], [4.88404, -1.62669, 1.66874], [5.64064, -2.67440, -0.68301], [4.02391, 1.30417, -1.50961], [4.08947, 0.93240, 1.18927], [2.09225, -0.38493, -0.00884], [-0.99571, 3.33340, -0.48576], [-2.41849, 2.88601, -1.60833], [-3.62306, 2.83279, -0.91380], [-3.66067, 3.13970, 0.14458], [-4.81174, 2.46263, -1.54103], [-5.71850, 2.35581, -0.93073], [-4.80967, 2.31758, -2.93054], [-5.74035, 2.06218, -3.43774], [-3.67635, 2.69165, -3.67072], [-3.74064, 2.78201, -4.76910], [-2.49533, 3.03786, -3.01146], [-1.66054, 3.47358, -3.54801], [-1.77905, 4.68384, 0.59043], [-2.39538, 5.88030, 0.16204], [-2.22521, 6.25812, -0.85457], [-3.22537, 6.58824, 1.06016], [-3.72870, 7.51250, 0.74532], [-3.43498, 6.09614, 2.36877], [-4.11060, 6.61376, 3.06467], [-2.76584, 4.94659, 2.80817], [-2.91217, 4.49680, 3.79608], [-1.86023, 4.33577, 1.93652], [-1.26306, 3.50513, 2.32932], [-0.07241, 4.23421, -1.23944], [-2.96866, 0.44088, 1.21192], [-1.39028, 1.22246, 1.76063], [-0.49686, 1.91741, 0.74398], [-0.24637, 1.21404, -0.08458], [0.73810, 2.52400, 1.24940], [1.37373, 3.01831, 0.50723], [1.15395, 2.30329, 2.54401], [2.18687, 2.57377, 2.83186], [0.33762, 1.62382, 3.45001], [0.74511, 1.41246, 4.45099], [-0.88869, 1.05967, 3.04391], [-1.36950, 0.38158, 3.74787], [-2.40882, -0.32404, -0.46569], [-1.04922, -0.49086, -0.78723], [-0.36065, -0.57995, 0.06781], [-0.56404, -0.48180, -2.10601], [0.48519, -0.28984, -2.37245], [-1.46906, -0.82407, -3.11948], [-1.10739, -1.06535, -4.12567], [-2.82072, -0.87462, -2.80900], [-3.54224, -1.10839, -3.59641], [-3.28543, -0.58456, -1.52081], [-4.35207, -0.55958, -1.33284], [-2.90296, -0.62596, 2.12041], [0.92907, -1.65711, 1.74193], [1.64459, -4.42644, 3.19917], [2.30690, -4.40907, 1.92100], [3.73872, -4.48384, 1.98880], [1.63476, -5.04882, 0.84210], [2.19583, -4.76983, -0.55306], [1.74083, -3.53856, -1.17435], [2.36938, -3.38257, -2.48909], [0.27617, -3.52331, -1.28877], [0.61618, -4.09702, 3.08266], [1.65665, -5.42795, 3.66638], [2.15811, -3.72020, 3.86377], [4.19615, -4.30324, 1.00986], [4.07952, -3.69837, 2.67925], [4.09021, -5.45904, 2.37948], [1.72093, -6.15353, 0.94291], [0.56217, -4.80769, 0.89195], [3.29355, -4.78416, -0.56065], [1.84540, -5.62102, -1.17775], [1.97623, -4.13600, -3.20298], [2.15634, -2.38109, -2.89785], [3.45616, -3.50237, -2.39824], [-0.17556, -3.25842, -0.32488], [-0.02946, -2.77868, -2.03421], [-0.09599, -4.51473, -1.63185]],
  "mulliken_charge": [-0.41, -0.67, -0.72, 0.47, -0.96, -0.54, 0.36, 0.52, 0.58, 0.90, 1.57, 0.11, 0.84, -0.40, 0.45, -0.84, 0.40, -0.50, 0.41, -0.50, 0.37, -0.64, 0.41, 0.38, -0.58, 0.36, -0.50, 0.37, -0.50, 0.35, -0.71, 0.41, 0.03, 0.25, -0.27, -0.40, 1.44, 2.14, -1.87, -0.79, 0.42, -0.43, 0.41, -0.92, 0.39, -0.76, 0.44, -0.40, 1.45, 0.10, -1.14, 0.27, -0.50, 0.43, -0.88, 0.39, -0.12, 0.42, -0.25, -0.74, -1.18, 0.76, -0.95, -0.78, -1.17, 0.81, -1.11, -1.17, 0.34, 0.30, 0.30, 0.12, 0.25, 0.28, 0.27, 0.42, 0.50, 0.34, 0.39, 0.20, 0.34, 0.18, 0.28, 0.36]
}

Record 4
{
  "formula": "C4H2ClFO2",
  "method": "the ωB97M-V functional and the def2-TZVPD basis",
  "lumo_energy_ha": [-0.0396, -0.0396],
  "homo_lumo_gap_ha": [0.2749, 0.2750],
  "homo_energy_ev": [-8.56, -8.56],
  "max_force_ev_per_a": 3.62,
  "symbols": ["C", "C", "C", "C", "O", "O", "F", "Cl", "H", "H"],
  "xyz": [[2.06805, 0.04732, -0.71231], [-1.32626, -1.10261, 0.32670], [1.27022, 0.52146, 0.27952], [-1.09342, 0.36508, 0.06279], [2.43248, 0.77409, 0.74660], [0.06117, 0.89667, 0.58243], [2.58296, -1.12275, -0.71017], [-2.89750, -1.55036, 0.18230], [-1.13062, 0.08303, -0.95949], [-1.96708, 1.08806, 0.20163]],
  "nbo_charge": [0.24, -0.04, 0.64, -0.22, -0.45, -0.44, -0.30, 0.11, 0.24, 0.22]
}